Below is one molecule with the formula C2H7NO2S2, with properties calculated with the ωB97M-V functional and the def2-TZVPD basis.

XYZ file:
```
14
Properties=species:S:1:pos:R:3:forces:R:3
C -0.1401 -0.8747 0.9145 1.15 -1.97 -2.04
C -0.1403 0.1158 -0.2446 0.64 1.68 1.37
N -1.2357 0.9664 -0.1787 -1.44 1.03 -4.86
O 2.5788 0.4792 0.0136 0.42 0.96 -0.10
O 0.0950 -0.3405 -1.4734 0.05 0.09 -0.41
S 1.2163 -2.1304 0.5214 -1.07 -0.40 0.68
S 1.3991 1.3604 0.3572 -0.63 -1.03 -0.55
H -1.0986 -1.4327 0.8573 0.58 0.34 0.54
H 0.1295 -0.4105 1.8387 -0.46 0.20 0.66
H 1.2160 2.3241 -0.6240 0.04 -0.58 -0.03
H -1.6410 0.9007 0.6577 -1.84 -0.02 4.30
H -2.0509 0.8342 -0.8535 2.05 -0.02 0.64
H 0.8814 -0.9010 -1.3851 0.21 -0.42 -0.24
H 2.1930 -1.2247 0.5971 0.28 0.13 0.04
```
Positions in Å, forces in eV/Å.

* E_HOMO: -8.47 eV
* M: 141.217 g mol⁻¹
* energy above the lowest of the compared OMol25 structures with the same formula, charge and spin: 62.56 kcal per mole


Below is a 12-piece molecular cluster, C60H72O30 overall, with properties calculated with the ωB97M-V functional and the def2-TZVPD basis.

XYZ file:
```
162
Properties=species:S:1:pos:R:3:forces:R:3
C -3.2524 3.7463 6.6169 -0.20 0.19 -1.23
C -3.8460 2.8343 5.5319 -0.81 0.37 -1.31
C -4.5987 3.5160 4.3274 -0.52 -0.86 0.60
O -4.4065 2.5270 3.2623 0.50 -0.10 0.51
C -3.2740 1.8421 3.5554 -0.40 0.70 0.67
O -2.7225 1.0300 2.8838 -0.12 -0.20 -0.66
O -2.8342 2.1884 4.7753 1.25 -0.86 0.11
H -2.6608 4.5624 6.1213 -0.59 -0.79 0.51
H -2.6216 3.2153 7.3177 0.18 -0.29 -0.06
H -4.0772 4.1600 7.1858 -0.14 0.27 0.08
H -4.4826 1.9679 5.8215 0.10 0.90 0.77
H -4.1438 4.4334 3.9678 -0.01 0.20 0.30
H -5.6893 3.5843 4.5106 0.70 0.18 -0.22
C 2.8745 4.7850 3.9258 0.04 -0.65 1.49
C 1.7254 4.7572 2.9739 0.23 -0.40 0.98
C 1.3395 3.3618 2.4462 -0.64 0.86 0.09
O 0.0000 3.1088 2.9019 -0.39 2.91 0.79
C -0.4323 4.3203 3.5117 -1.00 -1.41 1.07
O -1.5378 4.4385 4.0076 1.60 -0.07 -1.30
O 0.5503 5.2076 3.6707 -0.54 -0.66 -0.86
H 3.7571 4.7342 3.3705 1.60 0.04 -1.10
H 2.9691 3.8945 4.5679 -0.55 0.32 0.03
H 2.9493 5.6903 4.5390 -0.37 -0.13 -0.20
H 1.9928 5.4332 2.1786 -0.57 0.35 -0.49
H 1.9354 2.5680 2.8058 0.90 -0.70 0.41
H 1.3520 3.4205 1.3819 -0.07 -0.37 -0.89
C -1.5201 3.2776 -6.0866 1.26 -0.31 2.44
C -1.6182 1.7640 -5.8135 1.25 -0.19 0.71
C -0.6994 1.2443 -4.6209 0.73 1.34 -1.49
O -1.5816 0.7172 -3.6569 -1.24 -0.08 0.15
C -2.8536 0.7650 -4.1301 0.31 0.76 -1.26
O -3.8632 0.4589 -3.5639 0.70 -0.26 0.36
O -2.8755 1.2516 -5.4011 -0.66 0.33 0.74
H -0.5508 3.6123 -6.4510 0.14 -0.72 -0.74
H -1.4783 3.8290 -5.1505 -0.44 -0.15 0.69
H -2.2792 3.7672 -6.6012 -1.48 0.19 -1.40
H -1.3657 1.2331 -6.7070 0.15 -0.37 -0.59
H -0.1231 2.0974 -4.2224 -0.33 -0.42 0.23
H 0.0134 0.4916 -4.9653 -0.23 -0.15 0.18
C 4.3708 -2.2184 1.7705 -0.06 -0.24 0.45
C 4.7579 -0.7583 1.6038 0.68 -2.42 -1.72
C 3.6286 0.1575 1.1726 0.15 -0.07 0.40
O 3.9081 1.2756 2.0034 -0.44 1.38 -0.10
C 4.7030 0.9556 3.0308 1.04 0.57 0.36
O 4.9721 1.7110 3.9281 -0.32 -1.00 -0.64
O 5.2381 -0.2826 2.8258 -0.70 1.48 1.57
H 5.2406 -2.7726 2.2180 -0.78 0.30 -0.83
H 3.9899 -2.6632 0.8136 0.51 0.27 0.89
H 3.5923 -2.2352 2.5437 -0.10 -0.32 -0.31
H 5.6382 -0.7579 0.9620 -0.19 0.49 -0.62
H 2.6620 -0.1988 1.5208 -0.16 -0.44 -0.19
H 3.5727 0.4256 0.1005 0.35 -0.09 0.87
C -0.7738 1.0806 0.2663 -1.32 1.81 -1.85
C -0.0820 -0.2172 0.4419 -1.50 -0.09 -1.24
C -1.0605 -1.3460 0.6068 -0.29 -0.24 0.11
O -0.2979 -2.4659 0.0438 -0.64 -0.22 -0.29
C 0.5428 -1.9790 -0.8823 -0.93 1.03 1.88
O 1.1728 -2.6497 -1.6315 0.46 -1.02 -0.99
O 0.6198 -0.6512 -0.7746 0.61 0.39 0.26
H -0.3173 1.9913 0.6908 0.05 -0.80 -0.08
H -1.8237 1.0295 0.5825 0.45 -0.11 0.65
H -1.0012 1.3093 -0.8182 0.74 -0.38 0.77
H 0.5174 -0.1697 1.3035 1.63 -0.19 0.75
H -2.0297 -1.1401 0.0687 1.14 -0.66 0.45
H -1.1824 -1.5348 1.6731 -0.39 -0.22 -0.19
C -0.2018 -7.0406 -3.2464 -0.62 -0.38 -0.59
C -1.4619 -6.2336 -3.4134 1.74 0.59 -0.02
C -1.6398 -5.2919 -2.2267 -2.07 -0.69 -0.84
O -1.9962 -4.0562 -2.8296 -1.12 0.49 0.25
C -1.6635 -4.0553 -4.1172 1.03 -1.18 -0.18
O -1.6792 -3.1106 -4.8253 -0.19 0.65 -0.55
O -1.1745 -5.2920 -4.4874 -1.19 0.53 0.34
H -0.1528 -7.5036 -2.2803 0.12 -0.15 0.65
H 0.6015 -6.3405 -3.4072 0.59 -0.12 0.08
H -0.2143 -7.8336 -3.9862 0.45 -0.07 -0.20
H -2.2804 -6.8829 -3.7022 -0.55 0.35 0.19
H -0.7640 -5.0480 -1.7174 1.68 -0.39 0.93
H -2.4140 -5.6797 -1.5493 0.18 0.56 -0.08
O -0.3755 5.2917 0.9724 -1.15 0.06 -1.74
C -1.4707 4.9549 0.1226 0.49 -0.80 0.51
C -2.2323 3.8199 0.4387 0.96 1.96 -0.57
C -3.2896 3.4613 -0.3598 -0.61 -2.25 0.54
C -3.5769 4.1050 -1.5272 -0.72 1.56 -0.52
O -4.6785 3.8915 -2.3281 1.22 1.47 -0.43
C -2.8285 5.2476 -1.8388 -0.27 -1.32 0.50
C -1.7827 5.6392 -1.0586 0.89 -0.11 1.60
H 0.2974 5.7230 0.3975 -0.33 -0.30 0.42
H -1.9466 3.2369 1.2648 0.06 -0.54 1.06
H -3.8189 2.5387 -0.0578 0.03 0.60 -0.33
H -5.1328 3.0921 -2.1765 -0.54 -1.63 0.62
H -3.0873 5.8259 -2.6642 -0.46 0.77 -1.43
H -1.1927 6.4970 -1.2889 0.21 0.60 -0.35
O -7.7039 -3.3815 0.6033 -1.26 -0.93 0.14
C -6.7832 -2.4491 0.2777 -0.43 0.50 -1.83
C -6.6331 -2.0927 -1.0977 0.52 -0.47 1.14
C -5.5436 -1.3295 -1.4945 0.42 -0.21 0.99
C -4.6319 -0.8381 -0.5399 -1.31 -0.09 1.22
O -3.5305 -0.1006 -0.8496 -0.23 -0.18 -0.69
C -4.9262 -1.0090 0.8118 -0.60 -0.18 -1.54
C -6.0013 -1.8285 1.1782 2.04 0.60 2.23
H -8.0226 -3.4119 1.5266 0.75 0.51 -0.66
H -7.3142 -2.5160 -1.8109 -0.17 -0.08 -0.26
H -5.3103 -1.1183 -2.5106 -0.27 0.01 -0.79
H -3.5151 -0.0944 -1.8223 0.31 0.49 -0.16
H -4.3692 -0.4361 1.5122 0.54 0.04 0.73
H -6.0158 -2.0613 2.2557 -0.59 0.05 -0.51
O 4.2130 0.9045 -2.0309 -1.22 0.39 0.53
C 3.5066 2.0361 -1.7059 1.40 0.36 -0.54
C 4.3679 3.0844 -1.3195 -2.78 0.65 0.81
C 3.7568 4.2676 -0.9096 -0.24 0.12 -0.89
C 2.3656 4.4951 -1.1146 0.99 -0.06 0.48
O 1.7892 5.7281 -0.7216 0.15 -0.36 -0.22
C 1.5362 3.4598 -1.5058 1.42 -0.37 0.30
C 2.1258 2.1707 -1.7767 -1.56 1.12 0.52
H 3.5125 0.2526 -2.1598 0.28 -1.05 -0.66
H 5.3912 2.8579 -1.1553 0.75 0.04 -0.06
H 4.3647 5.0575 -0.4975 0.03 0.23 0.07
H 2.1649 6.4916 -1.1834 0.12 -0.48 0.02
H 0.4827 3.7098 -1.4744 -0.21 -0.59 -0.31
H 1.3946 1.3461 -1.9116 1.03 0.36 -0.24
O 2.8432 -1.1381 -3.0278 -0.33 -0.97 -0.93
C 2.8915 -1.3402 -4.3992 0.52 2.52 -0.47
C 2.1439 -2.2919 -5.0942 0.90 0.67 2.34
C 2.2599 -2.3839 -6.4531 -1.05 -1.58 -0.20
C 3.0630 -1.5400 -7.1771 -0.27 0.60 -1.78
O 3.1386 -1.6567 -8.5716 -0.14 -0.05 0.63
C 3.6547 -0.4896 -6.5408 0.48 0.98 2.25
C 3.5828 -0.3466 -5.1279 -0.86 -2.58 -1.87
H 2.2349 -1.8097 -2.6636 0.04 0.14 0.46
H 1.5521 -2.9006 -4.4088 -0.25 -0.39 -0.89
H 1.6441 -3.1668 -6.8827 0.26 0.16 -0.57
H 3.4645 -0.8268 -8.9587 -0.09 -0.43 0.41
H 4.1836 0.3013 -7.0493 0.15 -0.10 -0.44
H 4.1173 0.4371 -4.6943 0.55 1.08 0.96
O -0.3465 -5.7042 0.7526 -0.73 0.59 0.09
C 0.8894 -6.2466 0.9418 0.46 -1.14 0.55
C 1.9743 -5.8725 0.1761 -0.51 2.21 -1.68
C 3.2166 -6.4369 0.3325 0.14 -1.07 -0.31
C 3.3266 -7.5445 1.1549 0.78 1.25 -0.19
O 4.5344 -8.2025 1.2200 -0.70 -0.68 0.10
C 2.2801 -7.9290 1.9529 -0.60 -0.08 -0.54
C 1.0418 -7.3264 1.8659 -0.89 2.04 -0.73
H -0.3559 -4.7847 0.4030 0.55 -0.81 0.40
H 1.8175 -5.0721 -0.6387 0.29 -1.17 1.44
H 4.0478 -6.2092 -0.3130 0.11 0.32 -0.06
H 4.2544 -9.0853 1.5145 0.83 0.14 -0.04
H 2.4779 -8.8053 2.5023 -0.26 -0.86 1.18
H 0.1609 -7.4956 2.4944 0.55 -0.52 -0.17
O -0.0366 2.1582 5.7667 0.94 0.29 0.78
C 0.5884 0.9921 5.4563 1.24 0.27 0.79
C -0.0459 -0.0748 4.9065 0.45 -2.00 -0.43
C 0.6719 -1.2913 4.6643 1.27 2.56 0.26
C 2.0490 -1.2947 4.9646 -0.53 -2.10 -0.10
O 2.7671 -2.4881 4.7371 -0.35 0.83 0.00
C 2.6790 -0.2392 5.5980 0.71 -0.34 -0.67
C 1.9495 0.8802 5.8261 -1.00 1.94 0.65
H -0.7892 2.3271 5.2165 -0.93 -0.12 -0.61
H -1.1000 -0.0087 4.7365 -0.44 -0.07 -0.39
H 0.2363 -2.0631 4.0881 -0.41 -0.95 -0.10
H 3.6728 -2.3762 5.0695 -0.42 0.03 -0.13
H 3.7686 -0.2794 5.7539 -0.62 0.07 0.26
H 2.3527 1.7422 6.3710 0.10 -0.32 -0.41
```
Positions in Å, forces in eV/Å.

* SMILES string: C[C@H]1COC(=O)O1.C[C@H]1COC(=O)O1.C[C@H]1COC(=O)O1.C[C@H]1COC(=O)O1.C[C@H]1COC(=O)O1.C[C@H]1COC(=O)O1.Oc1ccc(O)cc1.Oc1ccc(O)cc1.Oc1ccc(O)cc1.Oc1ccc(O)cc1.Oc1ccc(O)cc1.Oc1ccc(O)cc1
* E_HOMO: -7.84 eV
* M: 1273.206 g mol⁻¹
* energy above the lowest of the compared OMol25 structures with the same formula, charge and spin: 7.27 kcal per mole


Below is C2HO3Sc as an isolated structure, with properties calculated with the ωB97M-V functional and the def2-TZVPD basis.

XYZ file:
```
7
Properties=species:S:1:pos:R:3:forces:R:3
O 1.5329 1.1015 -0.3696 -0.94 -1.08 -0.13
O -1.7080 0.1852 0.3528 1.14 -1.58 -0.28
O 0.6477 -0.8742 -0.0517 -2.21 -2.59 0.26
C -0.8741 1.0832 0.0768 -0.54 0.06 -0.26
C 0.4952 0.3394 -0.2828 2.26 3.10 0.83
Sc -1.1618 -1.7708 0.3822 0.36 1.47 -0.07
H 2.3449 0.5426 -0.2424 -0.08 0.63 -0.35
```
Positions in Å, forces in eV/Å.

* E_HOMO (alpha / beta): -18.46 / -18.46 eV
* M: 117.983 g mol⁻¹
* energy above the lowest of the compared OMol25 structures with the same formula, charge and spin: 0.00 kcal per mole
* charge: +2


Below is C5H3Cl2NO3TmYb as an isolated structure, with properties calculated with the ωB97M-V functional and the def2-TZVPD basis.

XYZ file:
```
16
Properties=species:S:1:pos:R:3:forces:R:3
Tm 0.2347 -1.3822 -3.0943 0.05 -0.18 -2.11
Yb -0.5751 -0.2013 0.3662 0.37 0.82 2.48
Cl -0.8530 0.7232 -2.0573 0.16 -0.73 0.13
Cl 0.9471 -2.0286 -0.8381 -0.18 0.16 0.75
C -0.3663 -1.6838 2.5400 -1.65 -3.23 1.78
C -0.0720 -0.6075 -5.4446 -2.95 7.40 -4.48
C 0.3761 -2.5137 -5.7318 -0.09 -4.55 -7.57
O -0.7155 -2.4536 3.3065 1.43 2.70 -2.22
O -0.4410 0.0587 -6.3453 2.26 -4.19 4.88
O 0.2874 -2.7956 -6.8852 0.68 1.81 7.66
C 0.3160 2.4039 4.4176 0.09 0.41 0.47
C -0.0488 1.6885 3.2198 0.59 0.86 1.99
N -0.3151 1.0225 2.3261 -0.46 -0.93 -2.90
H 1.2876 2.0119 4.8144 -0.66 0.23 -0.37
H -0.4742 2.2627 5.1959 0.41 0.03 -0.54
H 0.4120 3.4948 4.2102 -0.05 -0.62 0.05
```
Positions in Å, forces in eV/Å.

* expectation value of S²: 3.753
* E_HOMO (alpha / beta): -25.37 / -25.37 eV
* spin multiplicity: 4
* M: 537.963 g mol⁻¹
* charge: +4


Q: Among the records above, which one has the lowest M?
A: C2HO3Sc


What did the fourth record say?
Below is C5H3Cl2NO3TmYb as an isolated structure, with properties calculated with the ωB97M-V functional and the def2-TZVPD basis.

XYZ file:
```
16
Properties=species:S:1:pos:R:3:forces:R:3
Tm 0.2347 -1.3822 -3.0943 0.05 -0.18 -2.11
Yb -0.5751 -0.2013 0.3662 0.37 0.82 2.48
Cl -0.8530 0.7232 -2.0573 0.16 -0.73 0.13
Cl 0.9471 -2.0286 -0.8381 -0.18 0.16 0.75
C -0.3663 -1.6838 2.5400 -1.65 -3.23 1.78
C -0.0720 -0.6075 -5.4446 -2.95 7.40 -4.48
C 0.3761 -2.5137 -5.7318 -0.09 -4.55 -7.57
O -0.7155 -2.4536 3.3065 1.43 2.70 -2.22
O -0.4410 0.0587 -6.3453 2.26 -4.19 4.88
O 0.2874 -2.7956 -6.8852 0.68 1.81 7.66
C 0.3160 2.4039 4.4176 0.09 0.41 0.47
C -0.0488 1.6885 3.2198 0.59 0.86 1.99
N -0.3151 1.0225 2.3261 -0.46 -0.93 -2.90
H 1.2876 2.0119 4.8144 -0.66 0.23 -0.37
H -0.4742 2.2627 5.1959 0.41 0.03 -0.54
H 0.4120 3.4948 4.2102 -0.05 -0.62 0.05
```
Positions in Å, forces in eV/Å.

* expectation value of S²: 3.753
* E_HOMO (alpha / beta): -25.37 / -25.37 eV
* spin multiplicity: 4
* M: 537.963 g mol⁻¹
* charge: +4


Q: M of number 1 (C2H7NO2S2)?
A: 141.217 g mol⁻¹


Q: Which formula does entry 4 have?
A: C5H3Cl2NO3TmYb